This record from the OMol25 dataset describes C19H31F12InO8PS as an isolated structure. The level of theory is the ωB97M-V functional and the def2-TZVPD basis.

Calculated values
Total charge: -1
Highest occupied orbital energy: -4.2299 eV
Orbital gap: 5.8 eV
LUMO level: 1.566 eV
Molecular weight: 793.284 u

Geometry as XYZ:
```
73
Properties=species:S:1:pos:R:3:lowdin_charge:R:1
C 7.0071 -4.7542 2.6049 -0.140
C 7.7628 -3.6561 1.8621 -0.396
C 7.2827 -2.2545 2.2623 -0.373
In 5.6720 -1.4841 0.9643 0.302
P 3.3781 -2.4724 1.7192 0.085
S 2.0904 -2.8505 0.2127 -0.127
H 7.1580 -5.7424 2.1652 0.062
H 7.3072 -4.7972 3.6550 0.066
H 5.9330 -4.5536 2.5853 0.046
H 7.6245 -3.8245 0.7895 0.068
H 8.8373 -3.7674 2.0549 0.087
H 8.1027 -1.5334 2.2136 0.013
H 6.9323 -2.2741 3.3001 0.018
H 5.5321 0.2635 1.0135 -0.142
H 5.8416 -2.1265 -0.6375 -0.106
H 3.5401 -3.6353 2.4991 -0.132
H 2.7392 -1.6708 2.6876 -0.127
C -0.9773 -2.0855 -1.6445 -0.068
C -1.4239 -3.2704 -0.8314 -0.187
O -2.8284 -3.5943 -1.0938 0.033
C -3.0910 -4.2744 -2.1813 -0.426
O -2.3409 -4.7041 -3.0077 0.165
C -4.6225 -4.5200 -2.2747 -0.541
F -5.3250 -3.4036 -2.0435 0.156
F -4.9978 -5.4361 -1.3653 0.153
F -4.9556 -4.9763 -3.4806 0.161
H -1.6267 -1.2285 -1.4645 0.060
H 0.0364 -1.8278 -1.3404 0.021
H -0.9805 -2.3066 -2.7122 0.082
H -1.3992 -3.0549 0.2327 0.118
H -0.8157 -4.1530 -1.0182 0.118
C -5.5632 2.5774 2.3498 -0.062
C -5.6163 1.2975 1.5489 -0.184
O -5.0067 1.4675 0.2465 0.030
C -3.6851 1.4082 0.2182 -0.404
O -2.9419 1.2349 1.1350 0.177
C -3.1903 1.5574 -1.2445 -0.550
F -3.7869 2.5898 -1.8568 0.159
F -3.4886 0.4424 -1.9267 0.160
F -1.8801 1.7440 -1.2794 0.183
H -6.0299 3.3916 1.7961 0.075
H -6.1016 2.4425 3.2882 0.077
H -4.5342 2.8500 2.5796 0.081
H -6.6392 1.0052 1.3231 0.125
H -5.1163 0.4771 2.0621 0.127
C 8.4476 -1.7964 -6.5951 -0.065
C 7.5118 -1.7851 -5.4078 -0.188
O 8.2209 -2.0480 -4.1765 0.035
C 8.8522 -1.0219 -3.6364 -0.400
O 8.9500 0.0869 -4.0733 0.162
C 9.4402 -1.4442 -2.2643 -0.550
F 10.1294 -2.5916 -2.3674 0.158
F 8.4459 -1.6186 -1.4026 0.147
F 10.2671 -0.5065 -1.8055 0.167
H 8.9823 -2.7450 -6.6500 0.081
H 7.8702 -1.6715 -7.5117 0.079
H 9.1705 -0.9849 -6.5290 0.075
H 6.7779 -2.5852 -5.4628 0.127
H 6.9919 -0.8330 -5.3102 0.127
C -8.3056 8.7924 2.5087 -0.059
C -9.6140 8.1335 2.8770 -0.188
O -9.4884 6.6887 2.8819 0.032
C -8.9428 6.1594 3.9611 -0.407
O -8.5619 6.7222 4.9430 0.171
C -8.8845 4.6159 3.8114 -0.544
F -8.4081 4.2610 2.6140 0.161
F -10.1172 4.1035 3.9396 0.165
F -8.1076 4.0882 4.7500 0.173
H -7.9534 8.4298 1.5433 0.085
H -8.4522 9.8705 2.4403 0.083
H -7.5432 8.5966 3.2609 0.080
H -10.3870 8.3255 2.1373 0.125
H -9.9669 8.4515 3.8572 0.124
```